[1]
This record from OMol25 describes C19H18F6O3 in the gas phase. The level of theory is ωB97M-V/def2-TZVPD.

Calculated values
SMILES string: C[C@@H]1C(=O)C[C@H]2C[C@@H]1OO[C@@]2(C)/C=C\c1ccc(C(F)(F)F)cc1C(F)(F)F
HOMO-LUMO gap: 0.3539 hartree
LUMO: 0.059 eV
HOMO: -9.57 eV

XYZ file:
```
46
Properties=species:S:1:pos:R:3:forces:R:3:nbo_charge:R:1
O -3.013900 -2.662909 -1.692234 -0.4 -0.3 0.3 -0.540
F 5.117796 3.628787 -0.155606 0.4 0.0 0.2 -0.317
F 4.705983 3.498336 -2.248080 0.4 -1.0 0.3 -0.317
F 6.293123 2.198723 -1.331546 -0.9 0.9 -0.2 -0.326
F 4.650013 -0.703254 2.508499 -0.2 0.5 0.2 -0.326
F 2.844781 -1.809760 2.359014 -0.5 0.6 -0.1 -0.307
F 2.764488 0.271203 3.105365 0.4 -0.9 -0.5 -0.323
O -3.144024 -0.252372 1.667819 -0.6 0.9 0.2 -0.272
O -1.965418 -1.062153 1.471690 -1.3 -0.4 -1.1 -0.280
C -2.966522 -1.515809 -1.320559 -0.3 -0.1 -0.7 0.609
C 1.360350 -1.557114 0.087144 -3.7 -0.7 1.5 -0.251
C 0.020128 -1.556051 0.434289 2.1 0.4 -0.3 -0.157
C 2.118814 0.243457 -1.366556 1.1 0.9 0.4 -0.234
C 3.030319 1.267325 -1.717982 -0.3 -0.4 0.3 -0.150
C 4.152987 1.007095 0.419949 -0.3 -0.2 -0.1 -0.126
C 2.232057 -0.399985 -0.102549 0.2 0.6 -1.2 0.065
C 4.061604 1.649442 -0.826319 -1.2 -0.7 -0.3 -0.162
C 3.219876 0.005295 0.811696 0.3 0.7 -1.5 -0.168
C 5.045851 2.753279 -1.167551 0.0 -0.4 0.2 0.977
C 3.338230 -0.572689 2.192090 0.7 0.0 0.4 0.976
C -4.947906 -1.980611 0.140329 0.2 0.4 0.1 -0.601
C -0.307697 0.600023 1.738606 0.0 0.0 -0.4 -0.639
C -1.781597 -0.689417 -1.732034 0.0 0.7 1.3 -0.512
C -2.703193 1.163992 -0.246038 0.6 0.6 0.6 -0.433
C -3.739569 0.283869 0.450034 1.4 -1.2 -1.6 0.082
C -4.145657 -0.861745 -0.554702 0.1 -0.8 1.1 -0.357
C -0.929772 -0.382043 0.745128 0.3 0.0 0.0 0.214
C -1.474822 0.294383 -0.561411 0.4 0.3 -0.5 -0.238
H 1.760828 -2.566510 -0.000722 0.3 0.3 -0.1 0.237
H -0.446872 -2.528585 0.608852 0.1 0.2 -0.3 0.236
H 1.329211 -0.030969 -2.088390 0.6 0.0 0.6 0.232
H 2.910415 1.722945 -2.712210 0.3 0.0 0.6 0.236
H 4.991745 1.261483 1.077951 -0.5 0.0 -0.1 0.247
H -5.819137 -1.570598 0.663227 0.2 0.0 0.0 0.206
H -5.285162 -2.749538 -0.550658 0.1 0.1 -0.1 0.230
H -4.276867 -2.448029 0.849281 -0.1 -0.2 0.3 0.225
H 0.117198 0.053403 2.580673 0.0 0.0 -0.1 0.233
H -1.003090 1.333401 2.137364 -0.3 -0.1 -0.1 0.227
H 0.452297 1.152545 1.218485 0.7 0.3 0.0 0.207
H -0.929475 -1.340603 -1.942621 -0.2 0.0 0.0 0.243
H -2.033279 -0.155470 -2.663016 0.0 0.1 0.4 0.237
H -2.382116 2.014596 0.417762 -0.5 -0.8 -0.5 0.224
H -3.105579 1.606345 -1.171546 0.1 -0.2 0.3 0.218
H -4.620535 0.879596 0.688352 0.1 -0.4 0.8 0.217
H -4.812906 -0.443201 -1.295997 0.0 0.5 -0.5 0.234
H -0.683000 0.949890 -0.925272 0.2 0.1 0.2 0.225
```
Positions in Å, forces in eV/Å.


[2]
This record from OMol25 describes C3H3NO3 in the gas phase. The level of theory is ωB97M-V/def2-TZVPD.

Calculated values
SMILES string: O=C=CCON=O
HOMO-LUMO gap: 0.3676 hartree
LUMO: 0.208 eV
HOMO: -9.79 eV

XYZ file:
```
10
Properties=species:S:1:pos:R:3:forces:R:3:nbo_charge:R:1
C 1.454639 -0.120761 -1.140050 2.8 -0.3 -0.6 0.758
C -0.848451 -0.465795 0.007688 0.6 -4.5 1.3 -0.102
C 0.176720 -0.225624 -1.017489 -2.2 1.5 -0.6 -0.621
N 0.262677 0.708119 1.687500 0.4 0.4 0.2 0.350
O -0.921363 0.354848 1.133144 -1.7 1.7 0.0 -0.370
O 2.582555 -0.049476 -1.449159 -1.5 -0.1 0.7 -0.439
O 0.073260 1.544745 2.489061 0.5 -0.1 0.2 -0.272
H -1.870378 -0.651966 -0.402780 0.9 0.9 0.3 0.232
H -0.619386 -1.455473 0.482084 -0.2 0.2 -0.6 0.188
H -0.290273 0.361383 -1.789998 0.3 0.2 -0.9 0.275
```
Positions in Å, forces in eV/Å.


[3]
This record from OMol25 describes a molecular structure, C54H51F15GeN7OSTeTi. The level of theory is ωB97M-V/def2-TZVPD.

Calculated values
Multiplicity: 2
HOMO-LUMO gap (alpha / beta): 0.2541 / 0.2541 hartree
LUMO (alpha / beta): 0.002 / 0.002 eV
HOMO (alpha / beta): -6.91 / -6.91 eV

XYZ file:
```
132
Properties=species:S:1:pos:R:3:forces:R:3:mulliken_charge:R:1
Ti -0.430505 -0.635185 -0.420562 0.5 -1.3 -0.2 -0.095
C -1.837711 0.140558 -3.524177 0.1 -0.1 0.3 -0.940
C -2.564452 -1.027214 -2.855476 0.2 0.4 -0.2 -0.505
N -2.260802 -1.134995 -1.420609 -0.2 -0.7 0.5 1.013
C -3.419001 -1.158608 -0.514424 0.1 0.1 0.1 -0.772
C -2.937121 -1.428999 0.914476 -0.1 0.1 -0.3 -1.287
N -1.820052 -0.534596 1.306001 -0.2 -0.1 0.4 0.650
C -2.223897 0.664859 2.066608 -0.1 0.1 -0.2 -0.908
C -2.989466 1.666707 1.215886 0.2 -0.2 -0.1 -0.445
C -2.214852 2.221919 0.001636 -0.1 -0.1 0.1 -1.011
N -0.953409 1.535888 -0.345951 0.4 0.2 0.0 1.894
C -0.264753 2.335970 -1.391494 0.1 -0.2 -0.1 -0.923
C 0.863313 1.518099 -2.010627 -0.4 0.1 0.0 -1.045
N 0.376048 0.150540 -2.285018 0.6 0.2 -0.1 0.413
C -0.318563 -0.047807 -3.574219 -0.3 0.0 0.0 -0.284
H -2.096488 1.060838 -2.995045 0.0 0.1 -0.1 0.070
H -2.198097 0.225591 -4.551235 0.0 0.0 0.0 0.634
H -2.275240 -1.945581 -3.373075 0.0 -0.1 0.1 -0.276
H -3.641211 -0.898316 -2.981092 0.0 0.0 0.0 0.602
H -1.691946 -1.996201 -1.262000 -0.6 -0.3 -0.6 -0.272
H -4.142950 -1.930271 -0.797037 0.0 0.0 0.0 0.533
H -3.920696 -0.192664 -0.584177 0.0 0.0 -0.1 0.521
H -2.570954 -2.455692 0.947247 0.1 0.0 0.1 0.393
H -3.773223 -1.345257 1.614604 0.0 0.0 0.0 0.535
H -1.204074 -1.081086 1.904686 -0.1 -0.2 0.0 0.329
H -1.329253 1.146065 2.465405 0.1 -0.1 0.0 -0.761
H -2.846298 0.368961 2.916873 0.0 0.0 0.0 0.706
H -3.266756 2.505872 1.855224 0.0 0.0 0.0 0.215
H -3.920519 1.203978 0.887547 0.0 0.1 0.0 0.491
H -1.968887 3.267449 0.198056 0.0 0.0 0.0 0.090
H -2.860851 2.198821 -0.878878 0.1 0.0 -0.1 0.541
H -0.343838 1.643863 0.492232 -0.2 0.4 -0.1 -1.679
H 0.134904 3.255493 -0.955305 0.0 0.0 0.0 0.263
H -0.987992 2.611828 -2.159533 -0.1 0.0 0.1 0.686
H 1.683180 1.458120 -1.298487 0.1 0.0 0.0 0.211
H 1.222245 2.006221 -2.921054 0.0 0.0 0.0 0.601
H 1.160290 -0.497248 -2.278812 0.0 0.0 -0.2 0.303
H -0.120393 -1.074702 -3.891523 0.1 0.0 0.0 -0.271
H 0.106136 0.624231 -4.325773 0.1 0.0 0.0 0.529
C 0.657921 -5.713167 -9.618843 0.0 0.0 0.1 -1.590
C 0.629479 -5.514358 -8.124984 0.0 0.0 -0.1 0.619
C 1.799304 -5.423901 -7.388305 0.0 0.1 0.0 -0.940
C 1.786232 -5.157702 -6.019090 -0.1 -0.2 0.0 0.995
C 3.108438 -5.076225 -5.292627 -0.1 0.0 -0.1 -1.692
C 0.561193 -4.994456 -5.351511 0.4 -0.1 0.3 -0.136
Te 0.695974 -4.090978 -3.344776 -0.6 0.0 -1.6 0.882
N 0.282074 -2.447090 -1.414450 0.4 0.7 1.1 -0.143
C 0.560565 -2.904847 -0.234432 -0.5 0.4 -0.6 1.122
O -0.084526 -2.365043 0.772286 -0.3 -0.2 0.6 -0.831
C 1.593678 -3.933189 0.095187 0.0 0.2 0.3 0.030
C 2.826844 -3.947533 -0.547448 0.0 0.0 0.0 0.184
C 3.811160 -4.842769 -0.157255 0.0 0.0 0.0 -1.126
C 3.571971 -5.730308 0.884654 0.0 0.0 -0.1 -0.496
C 2.346974 -5.713563 1.537104 0.0 0.0 0.0 -0.841
C 1.366298 -4.812580 1.148240 0.0 -0.1 0.0 -0.278
C -0.778455 -5.262137 -2.366790 0.2 -0.1 0.2 0.128
C -2.011435 -4.710491 -2.031783 0.0 0.0 0.0 0.586
C -2.957249 -5.432218 -1.320543 0.0 0.0 0.0 -0.797
C -2.671171 -6.734894 -0.938064 0.0 0.0 0.0 -0.923
C -1.444463 -7.290366 -1.261681 0.0 0.0 0.0 -0.879
C -0.477251 -6.571226 -1.966515 0.0 0.0 -0.1 0.763
C 0.842848 -7.220308 -2.288206 -0.1 0.0 0.1 -1.300
C -0.628333 -5.120893 -6.083019 -0.1 -0.1 0.1 0.843
C -1.976226 -4.975545 -5.426793 0.1 0.0 -0.1 -1.054
C -0.575571 -5.386138 -7.447973 0.0 0.1 0.1 -0.770
H 1.653999 -5.997012 -9.957148 0.0 0.0 0.0 0.363
H 0.378324 -4.790539 -10.132070 0.0 0.0 0.0 0.303
H -0.049356 -6.484464 -9.927306 0.0 0.0 0.0 0.359
H 2.753587 -5.546880 -7.892275 0.0 0.0 0.0 0.296
H 3.923564 -5.388464 -5.946067 0.0 0.0 0.0 0.404
H 3.107951 -5.716952 -4.409197 0.0 0.0 0.0 0.246
H 3.316611 -4.056097 -4.959212 0.0 0.0 0.0 0.272
H 3.025004 -3.228345 -1.330939 -0.1 -0.1 -0.1 0.242
H 4.770733 -4.840082 -0.659222 0.0 0.0 0.0 0.447
H 4.346534 -6.421396 1.192094 0.0 0.0 0.0 0.422
H 2.159994 -6.397750 2.355032 0.0 0.0 0.0 0.433
H 0.411673 -4.783562 1.657904 0.0 0.0 0.0 0.481
H -2.242350 -3.706661 -2.362423 0.0 0.0 0.0 -0.135
H -3.917638 -4.989340 -1.083266 0.0 0.0 0.0 0.471
H -3.406419 -7.319577 -0.399440 0.0 0.0 0.0 0.370
H -1.223900 -8.308809 -0.963325 0.0 0.0 0.0 0.378
H 0.881299 -8.231678 -1.882951 0.0 0.0 0.0 0.480
H 1.667976 -6.643356 -1.864554 0.0 0.0 0.0 0.135
H 0.991364 -7.272619 -3.368588 0.1 0.0 0.0 0.159
H -2.109416 -3.955704 -5.051926 0.0 0.0 0.1 0.001
H -2.079038 -5.651594 -4.580154 0.0 0.0 0.0 0.223
H -2.774725 -5.189595 -6.137943 0.0 0.0 0.0 0.368
H -1.507116 -5.474929 -7.999929 0.0 0.0 0.0 0.333
N 1.604624 -0.094738 1.883098 0.0 -0.1 0.0 -0.239
C 2.872671 -0.237909 2.267506 0.1 -0.1 0.0 -0.434
C 3.605207 -0.560256 1.144360 0.0 0.0 0.0 -1.469
C 2.673678 -0.556620 0.109504 0.0 0.1 0.0 -0.223
N 1.452842 -0.251495 0.555985 0.7 0.4 0.4 1.599
H 0.868807 0.308835 2.443829 0.0 0.2 -0.1 -0.273
H 3.167543 -0.089553 3.292213 0.0 0.0 0.0 0.571
H 4.659733 -0.760309 1.080562 0.0 0.0 0.0 0.544
H 2.844508 -0.780250 -0.931230 -0.1 0.0 0.0 0.358
F 2.863914 4.167946 4.657762 0.1 0.0 0.0 -0.342
C 2.764276 5.350475 4.029010 -0.2 0.0 0.0 -0.169
C 1.548230 5.724257 3.477821 0.1 -0.1 -0.2 -0.452
C 1.509226 6.964575 2.867885 -0.1 -0.1 0.2 0.538
F 0.359310 7.440239 2.368783 0.0 0.0 -0.1 -0.316
C 2.626506 7.773391 2.759316 0.0 0.0 -0.1 0.075
F 2.558595 8.953373 2.140754 0.0 0.0 0.0 -0.301
C 3.829593 7.345207 3.286301 0.0 0.0 0.0 0.674
F 4.918959 8.097128 3.156487 0.0 0.0 0.1 -0.304
C 3.897223 6.135236 3.952541 0.0 -0.1 0.0 -0.024
F 5.051346 5.734968 4.487911 0.0 0.0 0.0 -0.299
Ge 0.205027 4.280869 3.286929 -0.1 0.2 0.1 1.834
S 0.932861 2.864012 1.886480 0.0 0.1 0.1 -0.451
C -1.543903 5.044506 2.701208 0.0 -0.2 -0.1 -0.204
C -1.643737 5.529843 1.403965 0.0 0.0 0.1 -0.279
F -0.549626 5.623547 0.641414 0.0 0.0 -0.1 -0.496
C -2.846723 5.885757 0.822762 0.1 0.0 -0.1 0.415
F -2.894198 6.329132 -0.434472 0.0 0.0 0.0 -0.357
C -4.017516 5.740102 1.543782 0.0 0.0 0.0 0.791
F -5.186387 6.044966 0.990039 0.0 0.0 0.0 -0.329
C -3.965552 5.251161 2.833183 0.0 -0.1 0.1 0.192
F -5.094741 5.085804 3.523946 0.0 0.0 0.0 -0.335
C -2.741370 4.911440 3.385897 0.1 0.1 0.0 0.710
F -2.767618 4.414205 4.631416 -0.1 0.0 0.0 -0.315
C -0.093831 3.651008 5.147820 0.0 0.0 0.0 -0.422
C -0.292051 2.326527 5.494672 0.1 0.1 0.0 -0.447
F -0.255623 1.356775 4.560150 0.0 -0.1 0.0 -0.172
C -0.542093 1.918992 6.792901 0.0 -0.1 -0.1 -0.211
F -0.734835 0.629081 7.076523 0.0 0.0 0.0 -0.305
C -0.600901 2.863500 7.798557 0.0 0.0 0.0 0.786
F -0.843638 2.491033 9.050823 0.0 0.0 0.0 -0.306
C -0.407346 4.198233 7.495224 0.0 0.1 0.0 0.202
F -0.475108 5.111207 8.463344 0.0 0.0 0.0 -0.306
C -0.155444 4.565049 6.187372 0.0 -0.1 -0.1 0.692
F 0.014768 5.871134 5.935588 -0.1 0.0 0.0 -0.355
```
Positions in Å, forces in eV/Å.


[4]
This record from OMol25 describes C8H16BrPS in the gas phase. The level of theory is ωB97M-V/def2-TZVPD.

Calculated values
HOMO-LUMO gap (alpha / beta): 0.2804 / 0.2170 hartree
LUMO (alpha / beta): -0.431 / -1.743 eV
HOMO (alpha / beta): -8.06 / -7.65 eV

XYZ file:
```
27
Properties=species:S:1:pos:R:3:forces:R:3:nbo_charge:R:1
C 0.406253 -0.544303 0.134818 -3.0 -2.6 1.6 -0.334
C -1.138405 -0.147707 0.118304 3.1 0.0 0.0 -0.298
C 1.299674 0.571367 0.169120 -0.1 -0.2 0.3 0.239
C 0.661340 -1.557961 -0.979050 -0.7 -1.0 0.6 -0.598
C -2.089863 -1.194494 0.557628 0.4 -1.9 -0.5 -0.649
C -1.515929 0.382562 -1.232863 -1.0 0.7 -1.8 -0.683
C 2.357321 0.341074 1.133232 1.4 -0.3 1.3 -0.700
C 1.582219 1.429431 -0.949952 -1.3 1.2 -1.2 -0.723
P -1.130697 1.293015 1.320907 -0.2 0.3 -0.7 0.793
S -2.841332 2.245368 1.178729 0.6 0.1 0.3 -0.462
Br -0.977310 0.347280 3.330219 0.3 -0.1 0.2 -0.223
H 0.528479 -1.056543 1.115768 -0.2 0.1 -0.6 0.216
H 0.548055 -0.927189 -1.836317 0.0 -0.4 -1.2 0.204
H -0.165174 -2.393776 -0.917902 1.9 1.5 -0.4 0.224
H 1.699757 -1.961331 -0.947276 -0.9 0.1 0.0 0.216
H -3.029453 -0.800299 0.300724 -1.6 -0.1 -0.4 0.232
H -2.108623 -1.425173 1.585224 0.2 0.4 1.6 0.228
H -1.929604 -2.241767 0.185936 -0.2 1.1 -0.7 0.216
H -0.806568 0.895254 -1.914777 0.0 -0.1 1.2 0.217
H -2.293008 1.132028 -0.996838 -0.2 -0.6 -0.9 0.256
H -1.843232 -0.410033 -1.944275 -0.4 0.3 0.9 0.226
H 2.686773 1.256788 1.641106 0.9 0.0 -0.9 0.237
H 3.165102 -0.348442 0.642814 -1.0 1.4 1.1 0.230
H 1.921754 -0.148796 2.005248 0.2 -0.6 -0.2 0.231
H 2.454313 1.278577 -1.535260 1.1 -1.0 -0.5 0.235
H 1.790608 2.354538 -0.513849 0.4 2.0 0.6 0.243
H 0.767552 1.630530 -1.651420 0.2 -0.3 0.3 0.227
```
Positions in Å, forces in eV/Å.